(1)
{
  "formula": "CH3FN2O2",
  "method": "the ωB97M-V functional and the def2-TZVPD basis",
  "elements": ["C", "O", "N", "O", "N", "F", "H", "H", "H"],
  "coordinates": [[-1.61211, -0.00917, 0.06723], [-0.19944, -0.32562, 0.75893], [1.03935, -0.10949, 0.06479], [0.97764, 0.46030, -0.99236], [2.18973, -0.27386, 0.64461], [3.11986, 0.25309, -0.21131], [-1.76019, 1.05019, -0.00796], [-1.46925, -0.46352, -0.93089], [-2.28559, -0.58190, 0.60696]],
  "atomic_forces_ev_per_a": [[4.72, -0.46, -2.35], [0.28, -0.47, 0.89], [-0.45, 2.35, -1.18], [-1.22, -0.05, -1.25], [-1.75, -1.19, 1.63], [-0.25, -0.21, 0.08], [0.00, 0.34, 0.31], [-0.40, 0.49, 0.39], [-0.92, -0.80, 1.49]],
  "total_energy_ha": -399.50850,
  "smiles": "CO/[N+]([O-])=N/F",
  "relative_energy_kj_mol": 390.5,
  "orbital_gap_ev": 10.6,
  "lumo_energy_ev": 0.34,
  "homo_ev": -10.25
}

---

(2)
{
  "formula": "CH3FO2",
  "method": "the ωB97M-V functional and the def2-TZVPD basis",
  "elements": ["O", "C", "O", "F", "H", "H", "H"],
  "coordinates": [[0.03891, 1.17993, 0.25033], [0.56579, 0.01557, -0.22728], [0.11137, -1.16657, 0.35325], [1.93944, -0.01570, -0.05210], [-0.11159, 1.22228, 1.26430], [0.33319, -0.04151, -1.24439], [-0.78499, -1.23533, 0.83446]],
  "atomic_forces_ev_per_a": [[-0.74, 0.48, 2.26], [-0.22, -0.50, 2.07], [-1.44, -0.83, 1.54], [-0.64, 0.06, -0.12], [0.78, -0.55, -2.50], [0.11, 0.30, -1.79], [2.15, 1.04, -1.47]],
  "total_energy_ha": -290.23541,
  "smiles": "OC(O)F",
  "relative_energy_kj_mol": 53.0,
  "orbital_gap_ev": 12.1,
  "lumo_energy_ev": 0.48,
  "homo_ev": -11.65
}

---

(3)
{
  "formula": "CH3FO2S",
  "method": "the ωB97M-V functional and the def2-TZVPD basis",
  "elements": ["C", "O", "O", "F", "S", "H", "H", "H"],
  "coordinates": [[0.47380, -0.82216, -0.26150], [-2.02088, 0.10497, 0.57011], [-0.89944, 1.32113, -1.32304], [1.28227, 1.74363, 1.83594], [-0.85398, 0.61792, -0.07188], [1.42001, -0.58259, 0.21403], [-0.14960, -1.48948, 0.31745], [0.74783, -0.89343, -1.28110]],
  "atomic_forces_ev_per_a": [[-0.74, 1.58, 1.57], [-0.25, -0.15, 0.24], [-0.16, 0.18, 0.16], [-0.68, -0.33, -0.57], [2.52, -0.17, -0.37], [-0.36, 0.44, 0.72], [0.45, -0.99, -0.53], [-0.77, -0.57, -1.22]],
  "total_energy_ha": -688.25122,
  "relative_energy_kj_mol": 408.6,
  "orbital_gap_ev": [5.7, 10.1],
  "lumo_energy_ev": [-3.89, -2.59],
  "homo_ev": [-9.59, -12.73]
}

---

(4)
{
  "formula": "CH3FO3S",
  "method": "the ωB97M-V functional and the def2-TZVPD basis",
  "elements": ["C", "O", "O", "O", "F", "S", "H", "H", "H"],
  "coordinates": [[-1.58658, -0.12731, -0.02499], [2.53657, 0.36058, 1.18100], [1.12776, 1.21137, -0.67640], [-0.78678, -0.98838, 0.71596], [2.25075, -1.03970, -0.66473], [1.63924, 0.15412, 0.11891], [-0.99447, 0.91573, -0.10911], [-2.47738, -0.03725, 0.51894], [-1.70912, -0.44917, -1.05959]],
  "atomic_forces_ev_per_a": [[3.02, 1.17, -0.68], [1.21, 0.57, 1.20], [0.33, 0.43, -1.21], [0.62, 0.52, -0.51], [0.16, -0.12, -1.17], [-1.93, -1.15, 1.35], [-1.61, -1.94, 0.45], [-1.56, 0.66, 0.60], [-0.24, -0.15, -0.04]],
  "total_energy_ha": -763.51587,
  "relative_energy_kj_mol": 329.6,
  "orbital_gap_ev": [8.7, 8.7],
  "lumo_energy_ev": [-2.44, -1.78],
  "homo_ev": [-11.16, -10.48]
}

---

(5)
{
  "formula": "CH3FS",
  "method": "the ωB97M-V functional and the def2-TZVPD basis",
  "elements": ["F", "C", "S", "H", "H", "H"],
  "coordinates": [[1.17158, 0.82661, 0.14424], [0.30475, -0.20045, -0.24754], [-1.38657, 0.31475, 0.02632], [0.31745, -0.49884, -1.37307], [0.65705, -1.10956, 0.15074], [-1.06425, 0.66750, 1.29932]],
  "atomic_forces_ev_per_a": [[-0.27, -0.71, -0.72], [-0.22, 0.42, -2.84], [0.57, -0.07, 0.94], [0.41, 1.34, 1.44], [0.07, -0.88, 1.49], [-0.56, -0.10, -0.31]],
  "total_energy_ha": -537.92396,
  "smiles": "FCS",
  "relative_energy_kj_mol": 2.1,
  "orbital_gap_ev": 10.7,
  "lumo_energy_ev": 0.97,
  "homo_ev": -9.77
}

---

(6)
{
  "formula": "CH3I2N",
  "method": "the ωB97M-V functional and the def2-TZVPD basis",
  "elements": ["C", "N", "I", "I", "H", "H", "H"],
  "coordinates": [[-0.47758, 0.70132, -0.41062], [0.22822, -0.95523, 0.07476], [2.14272, -1.11059, -0.35493], [-0.29737, -1.19162, 2.10821], [-1.55711, 0.44589, -0.56184], [-0.24425, 1.26652, 0.42741], [0.20537, 0.84371, -1.28298]],
  "atomic_forces_ev_per_a": [[1.51, -4.85, -1.00], [-3.52, 2.58, 0.02], [1.42, 0.13, -0.14], [0.34, 0.10, -0.67], [1.24, 0.42, -0.05], [0.22, 1.31, 1.26], [-1.20, 0.30, 0.59]],
  "total_energy_ha": -689.93235,
  "relative_energy_kj_mol": 178.0,
  "orbital_gap_ev": 7.6,
  "lumo_energy_ev": -0.95,
  "homo_ev": -8.56
}

---

(7)
{
  "formula": "CH3I2O2P",
  "method": "the ωB97M-V functional and the def2-TZVPD basis",
  "elements": ["C", "O", "O", "P", "I", "I", "H", "H", "H"],
  "coordinates": [[0.88608, 0.69971, 0.77805], [2.60508, -1.77186, -0.19841], [0.19673, -0.48262, 1.35200], [1.19498, -1.63580, 1.78143], [-0.37605, -3.17506, 2.58618], [2.16648, -0.85804, 3.82626], [1.83364, 0.46386, 0.27331], [1.19871, 1.28157, 1.64413], [0.12030, 1.09043, 0.22209]],
  "atomic_forces_ev_per_a": [[1.64, -1.26, 2.20], [-2.00, 0.02, 3.11], [0.84, 0.17, -0.38], [1.89, 0.14, -3.08], [-0.40, -0.78, -0.02], [0.48, 0.17, 0.22], [-0.71, -0.45, -0.40], [-0.45, 0.50, -0.07], [-1.29, 1.50, -1.57]],
  "total_energy_ha": -1126.97343,
  "relative_energy_kj_mol": 577.4,
  "orbital_gap_ev": [7.6, 7.6],
  "lumo_energy_ev": [-2.29, -2.26],
  "homo_ev": [-9.91, -9.91]
}

---

(8)
{
  "formula": "CH3I2O2P",
  "method": "the ωB97M-V functional and the def2-TZVPD basis",
  "elements": ["C", "O", "O", "P", "I", "I", "H", "H", "H"],
  "coordinates": [[-1.34242, 0.05327, -0.24690], [0.50503, -0.21154, 1.90592], [1.05713, -1.03608, -0.48186], [0.32004, 0.00100, 0.48510], [2.93617, -1.51503, -0.12822], [1.51103, 2.50269, -0.41301], [-1.94475, -0.70224, 0.25314], [-1.76152, 1.03883, -0.06033], [-1.28070, -0.13089, -1.31384]],
  "atomic_forces_ev_per_a": [[0.43, 0.26, 0.39], [-0.08, 0.21, 0.64], [-0.41, 0.49, 0.07], [0.58, 1.18, -1.82], [0.34, -0.11, 0.04], [-0.96, -1.96, 0.69], [0.01, -0.10, 0.03], [-0.01, 0.03, 0.02], [0.10, 0.00, -0.06]],
  "total_energy_ha": -1127.15151,
  "relative_energy_kj_mol": 109.9,
  "orbital_gap_ev": 7.9,
  "lumo_energy_ev": -1.49,
  "homo_ev": -9.36
}

---

(9)
{
  "formula": "CH3I3N",
  "method": "the ωB97M-V functional and the def2-TZVPD basis",
  "elements": ["C", "N", "I", "I", "I", "H", "H", "H"],
  "coordinates": [[-2.31182, -0.27173, -0.41632], [-1.18808, -0.63562, -1.03660], [-2.98446, -1.39411, 1.14483], [0.50698, 1.21146, 1.58195], [-3.01403, 1.71242, -0.90224], [-0.53674, 2.07725, 2.37048], [-0.64247, -1.45588, -0.65093], [-0.65510, -0.01529, -1.64945]],
  "atomic_forces_ev_per_a": [[2.07, 1.16, -1.24], [-0.69, -0.70, 1.81], [-0.21, 0.12, -0.28], [0.65, -0.40, -0.33], [0.24, -1.64, 0.34], [-0.56, 0.46, 0.41], [-0.98, 1.07, -0.75], [-0.53, -0.06, 0.04]],
  "total_energy_ha": -987.43781,
  "relative_energy_kj_mol": 8.5,
  "orbital_gap_ev": 7.8,
  "total_charge": 1,
  "lumo_energy_ev": -5.69,
  "homo_ev": -13.48
}

---

(10)
{
  "formula": "CH3IN4",
  "method": "the ωB97M-V functional and the def2-TZVPD basis",
  "elements": ["C", "N", "N", "N", "N", "I", "H", "H", "H"],
  "coordinates": [[-0.61601, -0.56567, 1.21653], [3.83358, 1.35469, -1.16552], [2.91761, 0.90585, -0.74512], [-0.58085, 0.62083, 0.88557], [2.00024, 0.26952, -0.38470], [-1.41968, -2.09146, 0.11618], [-0.10746, -0.94395, 2.14176], [-1.07430, 0.90182, -0.06661], [1.25024, 0.65544, 0.19945]],
  "atomic_forces_ev_per_a": [[0.68, -1.12, 1.16], [2.41, 1.42, -1.03], [0.74, 1.02, -0.12], [-1.07, 2.46, -2.26], [-3.57, -2.79, 1.30], [-0.55, -0.90, -0.53], [-0.49, 0.56, -0.78], [1.15, -1.09, 2.47], [0.69, 0.43, -0.20]],
  "total_energy_ha": -556.52092,
  "relative_energy_kj_mol": 150.8,
  "orbital_gap_ev": 10.2,
  "lumo_energy_ev": 0.32,
  "homo_ev": -9.93
}